Density functional theory data (ωB97M-V with the def2-TZVPD basis set) for a structure of composition C9H49F3IN2O19PS2 at a distorted geometry.

DFT total energy	-3646.309851	Eh
HOMO-LUMO gap	8.09	eV
max |F|	1.9	eV Å⁻¹

XYZ file:
```
86
C9H49F3IN2O19PS2 (ωB97M-V with the def2-TZVPD basis set)
N -3.467 -4.049 2.447
C -2.888 -2.871 3.151
C -1.377 -2.939 3.184
C -0.743 -3.074 1.809
C -1.347 -2.165 0.748
O -1.654 -0.840 1.204
C -0.810 0.197 0.798
C -0.943 0.460 -0.713
N 0.065 1.474 -1.166
C -1.341 1.474 1.486
O -0.352 2.147 2.295
C 0.266 3.145 1.611
I 2.058 3.644 2.674
S -0.820 4.609 1.436
O -1.405 4.998 2.673
O -1.726 4.408 0.340
C 0.267 6.029 0.862
F 1.234 5.607 0.027
F -0.577 6.816 0.152
F 0.779 6.742 1.871
P 0.991 -0.076 1.273
S 1.314 -0.489 3.164
H -2.821 -4.823 2.568
H -4.281 -4.332 2.976
H -3.251 -2.884 4.173
H -3.240 -1.955 2.702
H -1.139 -3.853 3.732
H -0.958 -2.130 3.768
H 0.335 -2.960 1.832
H -0.919 -4.089 1.458
H -2.294 -2.603 0.450
H -0.712 -2.180 -0.134
H -1.924 0.875 -0.921
H -0.792 -0.442 -1.292
H 0.208 1.285 -2.147
H -0.431 2.354 -1.194
H -1.704 2.148 0.722
H -2.179 1.226 2.123
H 0.601 2.865 0.619
H 1.512 -1.125 0.500
H 1.737 1.062 0.952
O 1.427 -2.730 -1.292
H 1.823 -3.581 -1.514
H 1.884 -2.112 -1.868
O 2.897 2.730 -0.777
H 2.072 2.220 -0.793
H 2.622 3.651 -0.795
O -1.017 3.197 -3.297
H -1.127 3.199 -4.255
H -1.208 4.110 -3.048
O 4.017 -4.114 -1.367
H 4.208 -4.009 -0.431
H 4.887 -4.163 -1.776
O -0.695 5.897 -2.995
H -1.019 6.800 -2.923
H -0.259 5.735 -2.153
O -2.688 3.686 -5.953
H -3.390 3.039 -6.067
H -3.065 4.509 -6.277
O 4.598 5.719 3.680
H 3.950 6.169 3.130
H 5.155 6.421 4.029
O 6.159 -5.986 -1.812
H 5.683 -6.819 -1.764
H 7.071 -6.212 -1.581
O -4.244 -6.082 0.276
H -4.819 -5.561 -0.293
H -3.703 -5.413 0.713
O -5.162 -3.737 -1.578
H -5.234 -3.717 -2.539
H -5.244 -2.817 -1.307
O -1.102 9.744 -0.283
H -0.936 8.799 -0.212
H -0.275 10.158 -0.023
O -7.743 -5.213 -1.157
H -8.388 -4.502 -1.139
H -6.947 -4.811 -1.530
O -3.690 -0.317 4.556
H -4.210 0.479 4.413
H -3.042 -0.060 5.221
O 9.148 -6.247 -2.490
H 9.568 -5.512 -2.952
H 9.661 -7.024 -2.726
O 9.250 -3.353 -2.921
H 8.385 -3.036 -2.648
H 9.472 -2.818 -3.690
```